(1)
Density functional theory data (ωB97M-V with the def2-TZVPD basis set) for 3 unconnected molecules or ions with the total composition C22H37ClF5N5O5P at a distorted geometry.

Structure (XYZ):
```
76
Properties=species:S:1:pos:R:3:forces:R:3:lowdin_charge:R:1
N 1.7384 2.3753 -0.9769 -0.232 0.097 0.233 0.049
C 0.3099 2.6997 -0.9050 0.338 -0.165 -0.465 -0.223
C -0.4853 1.6951 -0.1443 -0.747 -0.536 0.520 -0.125
C -0.9697 0.5254 -0.6468 0.764 0.497 -0.515 -0.106
C -0.7575 0.0506 -2.0412 -0.756 -0.685 -0.177 -0.075
C -2.0441 0.1101 -2.8890 -0.020 -0.002 -0.205 -0.228
O -1.9631 1.2242 -3.7569 0.066 0.160 0.118 -0.051
N -1.6911 -0.1196 0.3614 0.626 0.373 -0.112 0.131
C -2.4247 -1.3771 0.2558 -0.567 -0.220 0.879 -0.471
F -2.2626 -1.8726 -0.9691 0.203 -0.012 -0.432 0.163
F -3.7321 -1.0268 0.3542 -0.204 -0.015 -0.019 0.131
C -2.0989 -2.4298 1.2812 0.009 -0.417 0.190 -0.122
C -2.9066 -3.5674 1.2681 -0.035 -0.051 0.073 0.010
C -2.7063 -4.6007 2.1750 0.318 0.463 -0.030 -0.015
C -1.6763 -4.5078 3.1016 -0.035 0.493 -0.248 0.026
C -0.8591 -3.3781 3.0984 0.223 0.119 -0.139 -0.087
C 0.2491 -3.2798 4.1324 -1.753 -1.306 -0.289 -0.611
F 1.2056 -2.4313 3.8014 0.461 0.404 0.081 0.166
F 0.7558 -4.5032 4.3082 0.801 -0.076 0.020 0.151
F -0.2940 -2.9429 5.3092 0.288 0.635 0.319 0.162
C -1.0564 -2.3478 2.1926 -0.121 -0.088 -0.120 0.007
C -1.6440 0.6720 1.4441 -0.388 0.099 0.431 -0.703
Cl -2.4280 0.4349 2.9184 -0.122 -0.109 -0.090 0.899
N -0.9320 1.7581 1.1998 0.952 0.093 -0.933 -0.089
P -0.6594 3.0781 2.4426 -0.453 0.605 1.039 0.890
O 0.3297 4.0659 1.6593 0.042 -0.231 -0.023 -0.241
O 0.3641 2.2690 3.4033 -0.162 -0.264 -0.547 -0.244
H 2.3227 3.0983 -0.5888 0.147 -0.040 0.014 0.068
H 1.9632 1.4733 -0.5878 0.150 -0.011 0.040 0.069
H 0.1611 3.7110 -0.5592 -0.067 -0.004 0.085 0.078
H -0.0914 2.6913 -1.9150 -0.156 0.049 -0.127 0.099
H -0.0193 0.6598 -2.5454 0.184 0.208 0.110 0.125
H -0.3885 -0.9702 -2.0567 0.172 -0.068 0.152 0.125
H -2.1415 -0.8034 -3.4731 0.082 -0.074 -0.125 0.122
H -2.9392 0.1686 -2.2709 -0.025 0.048 0.161 0.118
H -2.7838 1.7194 -3.7273 -0.085 0.033 -0.117 0.084
H -3.7019 -3.6573 0.5446 -0.114 0.069 -0.081 0.130
H -3.3499 -5.4623 2.1548 -0.085 -0.158 -0.007 0.119
H -1.5054 -5.2910 3.8185 0.040 -0.160 0.118 0.132
H -0.4009 -1.4917 2.2116 0.157 0.035 0.012 0.111
H 1.2703 3.8941 1.8186 0.004 0.083 -0.160 0.087
H 0.9517 1.6802 2.9045 0.190 -0.024 0.341 0.077
C -1.8939 4.5038 -4.2932 -0.017 -0.144 0.014 -0.063
C -2.1945 4.8506 -2.8365 0.092 0.190 -0.261 -0.429
C -3.3624 5.8337 -2.6645 -0.124 -0.071 0.202 -0.214
O -3.0485 7.1743 -2.9628 0.012 -0.058 -0.085 -0.183
C -3.0869 7.5226 -4.3376 0.057 0.146 0.069 -0.095
N -0.9725 5.3418 -2.1889 -0.097 -0.002 0.138 0.046
H -1.3663 5.3054 -4.8073 -0.031 0.071 0.046 0.072
H -1.2666 3.6151 -4.3561 0.049 0.028 0.046 0.062
H -2.8166 4.3007 -4.8421 0.006 0.033 -0.014 0.085
H -2.4877 3.9213 -2.3297 -0.043 0.023 0.052 0.121
H -3.6512 5.8336 -1.6091 0.014 0.043 0.005 0.122
H -4.2418 5.5080 -3.2361 0.056 -0.032 -0.078 0.123
H -3.8725 6.9777 -4.8679 0.016 -0.044 -0.004 0.092
H -2.1240 7.3453 -4.8211 -0.047 -0.065 -0.078 0.077
H -3.3002 8.5885 -4.3983 -0.024 -0.007 0.046 0.091
H -1.1610 5.4824 -1.1991 -0.030 0.047 -0.008 0.072
H -0.7966 6.2804 -2.5379 0.061 -0.027 -0.075 0.081
C 4.6792 -6.4168 2.2472 -0.086 -0.135 -0.077 -0.065
C 3.8422 -5.1480 2.3707 0.278 -0.052 0.031 -0.437
C 3.9635 -4.2048 1.1643 -0.224 0.056 -0.001 -0.217
O 5.1580 -3.4536 1.1081 0.002 -0.057 -0.064 -0.192
C 6.2784 -4.1341 0.5672 0.075 0.143 0.073 -0.099
N 4.1800 -4.4830 3.6311 -0.108 0.217 -0.150 0.048
H 5.7350 -6.2301 2.4396 0.006 0.060 -0.006 0.067
H 4.3452 -7.1569 2.9733 0.017 0.038 0.046 0.078
H 4.5857 -6.8575 1.2526 0.014 0.008 -0.002 0.080
H 2.7917 -5.4524 2.4249 -0.029 0.056 -0.031 0.126
H 3.1619 -3.4617 1.2383 0.030 0.033 0.023 0.111
H 3.8099 -4.7481 0.2219 0.054 -0.073 0.028 0.120
H 5.9835 -4.8245 -0.2277 -0.020 -0.039 0.023 0.091
H 6.8263 -4.6760 1.3405 -0.012 -0.104 -0.056 0.078
H 6.9467 -3.3834 0.1473 -0.040 0.026 -0.005 0.088
H 3.5540 -3.6952 3.7719 -0.059 -0.070 0.090 0.051
H 5.0934 -4.0527 3.5108 0.063 -0.091 0.090 0.073
```
Forces are in eV/Å.

Summary:
net charge	+1
E	-2811.15402	hartree
highest occupied orbital energy	-10.918	eV
LUMO	-3.2	eV

=====

(2)
Density functional theory data (ωB97M-V with the def2-TZVPD basis set) for a molecular structure, C22H37CrN2O5Se2.

Structure (XYZ):
```
69
Properties=species:S:1:pos:R:3:forces:R:3:lowdin_charge:R:1
Cr 0.3549 -0.7371 1.0068 -0.083 0.334 -0.167 0.544
C 1.5439 -1.7314 5.4768 -0.033 0.126 0.035 0.009
N 1.2442 -0.3627 5.0481 0.209 0.000 0.373 -0.107
C 1.5235 0.7173 5.9997 -0.068 -0.145 -0.044 -0.009
C 0.9246 -0.1235 3.7875 -0.153 0.011 -0.241 -0.379
O 0.8159 -1.0399 2.9538 0.134 -0.125 0.311 -0.135
C 0.6785 1.3220 3.3879 -0.041 -0.052 -0.072 -0.078
O 0.4684 1.4458 1.9919 0.065 -0.004 0.144 -0.146
C -0.7273 2.1280 1.6478 0.052 -0.104 -0.037 -0.089
C -1.8884 1.1329 1.6621 0.103 -0.012 0.259 -0.413
O -1.6263 -0.0508 1.9244 0.012 0.003 -0.413 0.006
N -3.1139 1.5828 1.4297 -0.186 0.119 0.042 -0.120
C -4.2476 0.6637 1.3946 0.016 0.099 -0.026 0.002
C -3.4368 2.9955 1.2586 0.012 -0.134 -0.083 -0.017
H 1.1502 -1.8783 6.4797 0.000 0.011 0.015 0.098
H 2.6208 -1.9042 5.4875 0.019 0.016 -0.011 0.108
H 1.0718 -2.4363 4.8033 -0.032 -0.004 -0.050 0.088
H 1.4804 0.3043 7.0029 -0.004 -0.014 0.015 0.097
H 0.7775 1.5062 5.9379 -0.011 -0.010 -0.017 0.093
H 2.5158 1.1439 5.8454 0.014 -0.021 -0.025 0.107
H 1.5367 1.9294 3.6728 0.092 0.083 -0.002 0.149
H -0.1895 1.6788 3.9451 -0.043 0.039 0.049 0.147
H -0.5930 2.5310 0.6469 0.061 -0.023 -0.083 0.137
H -0.8998 2.9487 2.3440 -0.013 0.079 -0.003 0.140
H -3.9082 -0.3417 1.6109 0.043 -0.028 0.012 0.092
H -4.7037 0.6917 0.4041 -0.001 -0.001 0.006 0.100
H -4.9893 0.9674 2.1339 0.004 -0.002 0.005 0.100
H -2.5470 3.5957 1.1007 0.000 -0.006 -0.027 0.083
H -3.9682 3.3743 2.1328 -0.015 -0.021 0.021 0.103
H -4.0769 3.1120 0.3860 -0.017 -0.002 -0.038 0.100
C 0.0648 -4.3628 -0.6356 0.024 0.123 -0.085 -0.351
Se 0.0944 -3.3631 1.0207 -0.045 -0.260 0.168 1.025
C 1.9438 -3.7432 1.5082 0.023 0.000 -0.116 -0.512
C 3.0021 -3.0892 0.6346 0.050 0.003 0.029 -0.499
Se 3.1361 -1.1431 0.8130 -0.280 0.070 -0.133 1.013
C 3.3198 -0.7316 -1.0766 0.134 0.053 0.051 -0.357
H 0.1182 -5.4184 -0.3901 -0.008 -0.056 -0.017 0.033
H 0.8805 -4.0455 -1.2767 -0.042 0.000 -0.013 0.020
H -0.8699 -4.1246 -1.1357 0.021 -0.015 0.022 0.035
H 2.0458 -4.8252 1.4442 0.047 -0.059 0.042 0.076
H 2.0475 -3.4611 2.5530 -0.001 0.042 0.050 0.051
H 2.8250 -3.2729 -0.4231 -0.043 -0.044 -0.012 0.063
H 3.9793 -3.4921 0.8907 0.045 -0.065 -0.014 0.070
H 4.2998 -1.0327 -1.4353 0.009 0.001 0.013 0.038
H 3.1966 0.3437 -1.1829 0.000 -0.007 -0.013 0.041
H 2.5261 -1.2466 -1.6040 -0.069 -0.030 -0.068 -0.004
C -0.7948 2.8803 -6.5509 0.016 -0.046 0.071 -0.043
C -0.6306 1.9691 -5.3612 -0.010 0.069 -0.078 -0.257
C 0.2459 0.8945 -5.3874 0.031 -0.048 -0.007 -0.008
C 0.4250 0.0456 -4.2990 -0.006 -0.018 -0.015 -0.176
C 1.3634 -1.1238 -4.4968 -0.126 0.060 0.058 -0.031
C -0.2843 0.3093 -3.1085 0.239 0.057 0.019 -0.040
C -1.2090 1.3619 -3.0852 -0.070 -0.033 0.060 -0.193
C -2.1297 1.6316 -1.9204 -0.046 0.041 0.011 -0.040
C -1.3658 2.1694 -4.2040 -0.095 0.015 -0.019 -0.015
C -0.0286 -0.5382 -1.8855 -0.404 0.319 0.240 -0.538
O 0.1659 -1.7407 -1.9935 0.220 -0.119 0.119 0.026
O -0.0382 0.0834 -0.7224 0.170 -0.260 -0.579 -0.177
H -0.2794 2.4874 -7.4267 -0.008 -0.005 0.025 0.076
H -0.3861 3.8706 -6.3380 -0.004 -0.028 0.001 0.085
H -1.8479 3.0109 -6.8052 0.020 -0.014 0.018 0.082
H 0.8040 0.6953 -6.2964 -0.011 0.010 0.036 0.115
H 1.8364 -1.0487 -5.4757 0.001 -0.004 0.042 0.078
H 0.8263 -2.0689 -4.4374 -0.022 0.013 -0.001 0.087
H 2.1466 -1.1669 -3.7441 0.058 0.037 0.074 0.061
H -2.1670 0.8057 -1.2177 -0.031 -0.010 -0.002 0.065
H -3.1377 1.8207 -2.2959 0.020 0.025 0.013 0.088
H -1.8112 2.5277 -1.3814 0.015 0.005 0.053 0.079
H -2.1044 2.9668 -4.1750 0.045 -0.038 0.010 0.124
```
Forces are in eV/Å.

Summary:
multiplicity	5
net charge	+1
E	-7193.44680	hartree
ΔE to the lowest compared entry with this formula, charge and spin	19.98	kJ/mol
⟨S²⟩	6.01
highest occupied orbital energy (alpha / beta)	-9.917 / -10.552	eV
LUMO (alpha / beta)	-2.2 / -2.2	eV